C34H56MnN2O2P3 as an isolated structure in a non-equilibrium geometry. Source: the OMol25 dataset; level of theory: ωB97M-V/def2-TZVPD.

The calculated total energy is -102402.01403 eV. The calculation puts the LUMO energy (alpha / beta) at -11.806 / -11.862 eV. Its spin multiplicity is 4. The value obtained for the relative energy (zero: lowest compared OMol25 entry of this formula, charge and spin) is 50.17 kcal per mole. Its net charge is +3. Its HOMO-LUMO gap (alpha / beta) is 5.2593 / 5.2264 eV.

The geometry in XYZ format:
```
98
Properties=species:S:1:pos:R:3:forces:R:3:lowdin_spin:R:1
C 1.760406 1.305035 1.799073 -1.32 -1.21 0.13 0.006
C 1.627202 2.106555 -0.441404 -0.99 0.09 -0.02 0.005
C 2.539568 2.401284 2.152737 0.51 0.95 0.21 -0.008
C 2.624930 3.029943 -0.156623 0.27 0.19 -0.61 -0.005
C 3.019372 3.235670 1.154359 0.18 -0.06 0.97 0.009
H 2.733253 2.573902 3.227556 0.15 -0.07 -0.82 0.000
H 3.076855 3.603229 -0.956017 -0.24 0.24 -0.02 0.000
H 3.673350 4.059880 1.410014 0.08 -0.04 -0.08 0.000
N 1.258275 1.180872 0.547857 0.02 0.82 0.39 -0.014
P 0.747629 -1.296825 2.199626 0.06 -0.07 0.69 -0.040
P -0.664174 1.164223 -1.792626 0.48 0.30 -0.14 -0.011
C 1.354934 0.293264 2.912698 0.33 0.66 -0.31 -0.003
H 2.188904 0.099483 3.624262 -0.32 0.31 -0.65 -0.001
H 0.556983 0.735497 3.546913 0.30 -0.07 -0.56 0.000
C -1.479982 -1.403084 -0.014411 -8.07 -5.20 -1.23 -0.035
O -2.454392 -2.078289 -0.168356 5.72 3.59 0.91 0.000
C 0.840577 2.231204 -1.684039 2.39 -5.64 0.84 -0.018
H 1.416730 2.270185 -2.615097 -0.05 1.33 0.28 -0.002
C -0.917167 0.331857 -3.559156 0.07 0.37 -0.32 -0.002
C -1.431957 2.922554 -1.616597 -0.27 0.30 0.34 0.000
C 2.339924 -2.323575 2.117983 -0.13 -0.10 -0.17 -0.004
C -0.483341 -1.936510 3.501581 0.14 -0.06 -0.31 -0.005
C -1.122957 -1.191638 -3.457880 0.05 -0.06 0.61 -0.001
H -1.967695 -1.437913 -2.803019 0.11 -0.05 -0.21 0.000
H -1.346450 -1.573789 -4.470804 0.05 0.28 0.44 0.000
H -0.234557 -1.720447 -3.098829 -0.25 0.13 -0.08 0.000
C -2.179276 0.894488 -4.218521 -0.13 0.21 0.00 0.000
H -3.053386 0.687492 -3.589076 0.10 0.09 -0.26 0.000
H -2.106208 1.969841 -4.417427 -0.06 -0.24 -0.01 0.000
H -2.347160 0.387338 -5.181568 0.19 0.12 0.31 0.000
C 0.321785 0.571397 -4.416405 0.23 0.11 -0.08 -0.001
H 0.162152 0.094322 -5.399998 0.17 0.08 0.44 0.000
H 0.511239 1.630202 -4.626694 -0.01 -0.11 0.04 0.000
H 1.206556 0.125734 -3.931758 -0.20 0.16 -0.42 0.000
C -2.935548 2.812631 -1.771549 -0.56 -0.19 -0.16 -0.001
H -3.321247 2.031402 -1.105975 -0.02 0.28 -0.08 0.000
H -3.372635 3.782656 -1.493018 0.06 -0.21 -0.07 0.000
H -3.220038 2.583481 -2.801877 -0.03 0.22 0.39 0.000
C -1.129222 3.422413 -0.184586 -0.02 -0.02 0.17 0.001
H -1.500389 2.697339 0.559097 -0.08 0.32 -0.22 0.001
H -0.064524 3.592682 0.006906 -0.38 0.15 -0.02 0.000
H -1.618340 4.395267 -0.033077 -0.05 -0.32 -0.09 0.000
C -0.773508 3.791349 -2.721359 -0.05 0.12 -0.50 -0.002
H -0.118565 3.247763 -3.426085 -0.65 0.28 0.19 0.000
H -1.538824 4.249564 -3.360660 0.18 0.23 0.32 -0.001
H -0.143334 4.566051 -2.260793 -0.23 0.06 -0.14 0.000
C -0.970596 -3.327195 3.064291 -0.07 -0.06 -0.01 0.000
H -1.775668 -3.640638 3.745099 0.19 0.07 -0.20 0.000
H -1.374305 -3.325244 2.042238 0.07 -0.06 0.22 0.000
H -0.175254 -4.080165 3.131258 -0.30 0.22 0.02 0.000
C -1.659001 -0.948350 3.492939 0.01 0.02 -0.22 0.002
H -1.376720 0.040704 3.877074 -0.13 -0.20 0.00 0.000
H -2.060738 -0.806514 2.481771 0.02 0.02 0.25 0.002
H -2.467508 -1.340257 4.127134 0.27 0.06 -0.09 0.000
C 0.102148 -2.025880 4.916846 0.08 -0.06 0.13 -0.003
H -0.739066 -2.153437 5.614698 0.24 0.07 -0.16 -0.001
H 0.757493 -2.895078 5.045117 -0.21 0.33 -0.03 0.000
H 0.648357 -1.121771 5.215128 -0.13 -0.17 0.01 0.000
C 3.403414 -1.544661 1.320609 -0.08 0.01 -0.16 0.000
H 4.342701 -2.108273 1.388343 -0.15 0.23 0.02 0.000
H 3.156905 -1.469184 0.261680 0.00 0.06 0.16 0.000
H 3.576057 -0.535012 1.707406 0.16 -0.17 0.07 0.000
C 2.055481 -3.648151 1.394912 0.05 -0.20 -0.09 0.000
H 1.667969 -3.486074 0.384095 0.09 -0.13 0.28 0.000
H 3.010413 -4.186253 1.313377 -0.25 0.03 -0.01 0.000
H 1.354610 -4.294069 1.937355 0.30 0.20 -0.14 0.000
C 2.949728 -2.628643 3.497301 0.00 -0.11 0.15 -0.003
H 3.067010 -1.740694 4.132019 -0.03 -0.23 -0.07 0.000
H 2.408164 -3.405427 4.051802 0.11 0.31 -0.22 0.000
H 3.959118 -3.022927 3.305597 -0.28 0.10 0.14 -0.001
Mn -0.081004 -0.284391 0.131067 1.96 0.99 0.39 3.041
N 1.174389 -1.765970 -1.020480 0.85 0.14 -1.91 0.035
C 1.969906 -1.655800 -1.872894 -0.52 3.19 1.69 0.030
C 3.078073 -1.217648 -2.701220 1.10 -1.79 -0.73 0.002
C 3.599010 -2.439695 -3.177780 -0.61 -0.24 0.23 0.003
C 3.819616 -0.022172 -2.998917 -0.07 -0.38 0.20 0.002
C 4.763141 -2.558004 -3.882007 1.09 0.51 -0.61 0.000
H 3.023037 -3.332056 -2.928005 0.28 0.00 -0.22 0.000
C 5.025103 -0.126196 -3.735647 -0.40 -0.86 0.16 0.000
H 3.497223 0.964630 -2.649272 0.07 -0.42 -0.12 0.000
C 5.504777 -1.393594 -4.164395 -0.14 -0.05 0.04 0.002
H 5.081838 -3.554919 -4.195859 0.09 0.47 0.02 0.000
H 5.647544 0.743536 -3.994145 -0.65 -0.28 0.33 0.000
H 6.469214 -1.467461 -4.718566 -0.95 0.14 0.52 0.000
C -4.533087 1.244574 3.202358 -0.06 -0.01 -0.03 0.000
P -4.367026 0.722067 1.484045 -0.05 -0.03 0.16 0.001
C -5.039173 -0.952474 1.385130 0.00 0.14 0.04 0.000
C -5.506440 1.762022 0.556334 -0.07 -0.05 0.01 0.001
O -2.943122 0.818372 0.983528 0.44 -0.14 -0.28 0.018
H -3.963527 2.168806 3.359454 -0.17 -0.17 -0.03 0.000
H -4.160479 0.469356 3.882093 -0.09 0.19 -0.14 0.000
H -5.594447 1.431413 3.408973 0.26 -0.05 0.12 0.000
H -6.101333 -0.939401 1.661473 0.23 -0.08 -0.07 0.000
H -4.927723 -1.325362 0.361584 -0.12 0.06 0.17 0.000
H -4.497249 -1.620471 2.064074 -0.12 0.12 -0.10 0.000
H -5.083411 2.764705 0.423840 -0.14 -0.20 0.09 0.000
H -5.709360 1.313251 -0.423556 0.00 0.15 0.17 0.000
H -6.441947 1.830096 1.125325 0.11 0.06 -0.27 0.000
```
Positions in Å, forces in eV/Å.